{
  "formula": "C8H11N",
  "method": "ωB97M-V with the def2-TZVPD basis set",
  "orbital_gap_ev": 8.64,
  "homo_energy_ha": -0.2889,
  "lumo_energy_ev": 0.775,
  "smiles": "CC1=C\\C/C=N/C\\C=C\\1",
  "symbols": ["C", "C", "C", "C", "C", "C", "C", "C", "H", "H", "H", "H", "H", "H", "H", "H", "H", "H", "H", "N"],
  "coordinates": [[-1.5130, -0.2338, -1.7923], [-1.3634, 0.2660, -0.3573], [-1.2227, -0.5193, 0.7114], [-0.4988, -1.7473, 0.8297], [0.8854, -1.1439, 0.4852], [0.7818, 1.4032, -0.7146], [1.8992, 1.0418, 0.2356], [-0.4244, 1.4038, -0.0313], [-0.5998, -0.1853, -2.3698], [-1.7145, -1.3007, -1.6879], [-2.4119, 0.2032, -2.2381], [-1.2433, -0.0267, 1.6992], [-0.7312, -2.5746, 0.1834], [-0.6147, -2.1876, 1.8706], [1.1960, -1.4007, -0.5683], [0.7566, 0.9193, -1.7422], [2.2654, 1.8591, 0.8739], [2.7442, 0.7000, -0.4670], [-0.3679, 1.6669, 1.0688], [1.3509, -0.0707, 1.0256]],
  "atomic_forces_ev_per_a": [[-0.448, -0.824, 1.631], [1.339, 1.580, -1.426], [-2.146, 1.076, 1.677], [0.778, -2.692, 2.245], [1.385, 1.572, -0.917], [-2.156, -0.297, 0.159], [2.170, -0.533, -2.206], [0.242, -0.176, -0.053], [-0.089, 0.540, -0.386], [-0.206, -0.147, -0.200], [0.504, 0.150, -0.258], [0.271, 0.136, -0.705], [0.039, -0.129, -0.685], [0.436, 0.639, -1.081], [-0.226, 0.073, 0.668], [0.435, 0.816, 1.475], [-0.217, -0.495, -0.060], [-0.671, 0.451, 1.219], [-0.252, -0.075, -1.482], [-1.188, -1.667, 0.386]],
  "nbo_charge": [-0.66, 0.01, -0.15, -0.50, 0.14, -0.29, -0.28, -0.12, 0.22, 0.21, 0.24, 0.21, 0.23, 0.23, 0.14, 0.19, 0.22, 0.19, 0.22, -0.43]
}



{
  "formula": "C3H9NO2",
  "method": "ωB97M-V with the def2-TZVPD basis set",
  "orbital_gap_ev": 9.97,
  "homo_energy_ha": -0.3365,
  "lumo_energy_ev": 0.808,
  "smiles": "C=CN=C.O.O",
  "symbols": ["C", "C", "C", "N", "H", "H", "H", "H", "H", "H", "H", "O", "H", "H", "O"],
  "coordinates": [[1.5627, -0.2486, 2.5483], [2.1138, -0.9742, 3.5062], [-0.4772, 0.1657, 1.5939], [0.3962, -0.6903, 1.8814], [1.9790, 0.7146, 2.2820], [1.6708, -1.9171, 3.7937], [3.0187, -0.6185, 3.9879], [-1.4152, -0.0782, 1.0923], [-0.3978, 1.2352, 1.8333], [-0.4908, 2.5180, -5.7902], [-1.5761, 2.0961, -6.7238], [-1.4182, 2.2559, -5.7866], [-1.6799, -1.0324, -2.0528], [-1.3799, -2.1093, -1.0110], [-1.9059, -1.3169, -1.1547]],
  "atomic_forces_ev_per_a": [[-0.271, -0.172, 0.087], [0.300, 0.062, -0.046], [-0.678, 0.819, -0.175], [0.105, -0.210, 0.097], [-0.004, 0.176, -0.206], [0.127, -0.082, 0.031], [-0.203, -0.129, 0.106], [0.305, -0.442, -0.003], [0.320, -0.041, 0.083], [-0.018, 0.037, 0.264], [-0.258, -0.060, 0.064], [0.279, 0.016, -0.322], [-0.100, -0.079, 0.318], [0.037, -0.003, 0.060], [0.058, 0.108, -0.358]],
  "nbo_charge": [-0.06, -0.40, -0.02, -0.43, 0.18, 0.21, 0.20, 0.19, 0.13, 0.47, 0.47, -0.93, 0.47, 0.47, -0.94]
}



{
  "formula": "CH7N2O2P",
  "method": "ωB97M-V with the def2-TZVPD basis set",
  "orbital_gap_ev": [7.51, 7.51],
  "homo_energy_ha": [-0.2745, -0.2746],
  "lumo_energy_ev": [0.037, 0.035],
  "smiles": "CP(O)(O)=NN",
  "symbols": ["C", "N", "N", "O", "O", "P", "H", "H", "H", "H", "H", "H", "H"],
  "coordinates": [[-1.6533, -1.2119, 0.8536], [2.5337, 1.0572, -0.3451], [1.6988, 0.2403, -0.8801], [-0.7425, 1.1683, -0.3708], [-0.3881, -1.0041, -1.5363], [0.0443, -0.2640, -0.2068], [-2.4205, -0.4532, 0.8630], [-1.9031, -2.0693, 0.2558], [-1.3324, -1.4771, 1.8500], [3.4902, 0.7530, -0.1807], [2.3441, 2.0570, -0.2757], [-0.7520, 1.6758, 0.4367], [0.2922, -0.8422, -2.1948]],
  "atomic_forces_ev_per_a": [[2.417, 1.093, -0.737], [0.574, 0.598, 0.161], [-1.273, -1.517, 0.428], [-0.012, 0.022, -0.223], [-0.259, -0.456, -0.401], [-1.166, 0.274, 0.799], [-0.153, 0.141, -0.096], [-0.088, -0.261, -0.195], [0.008, -0.114, 0.209], [-0.280, 0.153, -0.034], [-0.049, -0.260, 0.098], [-0.097, 0.247, 0.437], [0.377, 0.080, -0.446]],
  "nbo_charge": [-0.85, -0.54, -0.59, -1.00, -0.98, 1.66, 0.21, 0.22, 0.20, 0.35, 0.34, 0.49, 0.51]
}



{
  "formula": "C29H66BF9O12S",
  "method": "ωB97M-V with the def2-TZVPD basis set",
  "orbital_gap_ev": 9.78,
  "homo_energy_ha": -0.3503,
  "lumo_energy_ev": 0.248,
  "smiles": "CCCCO[C@H]1[C@H](CCCCC(F)(F)C(F)(F)S(F)(F)(F)(F)F)OC(=O)[C@@H]1CB(O)O.CCO.CCO.CCO.CCO.CCO.CCO.CCO",
  "symbols": ["C", "C", "C", "C", "O", "C", "C", "C", "C", "C", "C", "C", "F", "F", "C", "F", "F", "S", "F", "F", "F", "F", "F", "O", "C", "O", "C", "C", "B", "O", "O", "H", "H", "H", "H", "H", "H", "H", "H", "H", "H", "H", "H", "H", "H", "H", "H", "H", "H", "H", "H", "H", "H", "H", "H", "C", "C", "O", "H", "H", "H", "H", "H", "H", "C", "C", "O", "H", "H", "H", "H", "H", "H", "C", "C", "O", "H", "H", "H", "H", "H", "H", "C", "C", "O", "H", "H", "H", "H", "H", "H", "C", "C", "O", "H", "H", "H", "H", "H", "H", "C", "C", "O", "H", "H", "H", "H", "H", "H", "C", "C", "O", "H", "H", "H", "H", "H", "H"],
  "coordinates": [[1.3380, 2.5428, -3.4716], [0.5157, 1.2768, -3.7854], [-0.9979, 1.5627, -3.8955], [-1.5292, 1.6162, -2.4507], [-1.6461, 0.2667, -2.0292], [-2.1242, 0.1051, -0.7151], [-1.3477, -1.1595, -0.2472], [-1.9866, -2.0519, 0.8275], [-0.8693, -2.9132, 1.4703], [-0.1686, -2.1780, 2.6472], [1.3573, -2.1836, 2.5031], [1.9524, -1.3067, 3.5885], [1.4443, -0.0889, 3.6108], [1.5543, -1.8568, 4.7704], [3.4896, -1.2848, 3.6967], [3.8963, -2.4843, 4.0258], [3.8372, -0.5055, 4.6913], [4.4631, -0.7695, 2.1714], [4.1845, -2.1529, 1.4737], [5.7711, -1.3904, 2.8286], [4.8379, 0.6194, 2.8389], [3.2332, -0.0832, 1.4984], [5.3375, -0.3691, 0.9260], [-0.0367, -0.6581, -0.0388], [-0.1692, 0.5519, 0.5703], [0.6671, 1.1445, 1.1135], [-1.6294, 1.0537, 0.3873], [-2.4917, 1.1784, 1.6679], [-2.1460, 2.4695, 2.5367], [-1.0746, 3.3101, 2.3102], [-2.9933, 2.7533, 3.5971], [1.3607, 2.7352, -2.3965], [2.3798, 2.4260, -3.7659], [0.8924, 3.4212, -3.9427], [0.6776, 0.5793, -2.9641], [0.8604, 0.8475, -4.7273], [-1.4303, 0.6695, -4.3485], [-1.1940, 2.4831, -4.4403], [-0.7746, 2.1782, -1.8896], [-2.4514, 2.1909, -2.3664], [-3.2141, 0.0018, -0.6357], [-1.4171, -1.7872, -1.1361], [-2.6426, -2.7606, 0.3246], [-2.5601, -1.5162, 1.5823], [-0.1110, -3.0675, 0.7199], [-1.2624, -3.8715, 1.7955], [-0.5671, -1.1701, 2.7618], [-0.4351, -2.7174, 3.5581], [1.5727, -1.8033, 1.5045], [1.7585, -3.1918, 2.5732], [-1.4714, 2.1012, 0.1288], [-2.3722, 0.3273, 2.3397], [-3.5277, 1.3166, 1.3433], [-1.3253, 4.0900, 1.7967], [-2.4801, 2.7892, 4.4183], [1.1994, -6.4502, -1.8297], [1.1802, -5.8702, -0.4304], [0.0591, -5.0028, -0.2396], [1.2351, -5.6511, -2.5729], [2.0683, -7.0996, -1.9705], [0.2888, -7.0270, -2.0200], [2.0777, -5.2782, -0.2519], [1.1397, -6.6698, 0.3167], [-0.7384, -5.5247, -0.3859], [2.1347, 3.4602, 4.2985], [3.2102, 3.0482, 5.2881], [2.8099, 1.8838, 6.0028], [1.1951, 3.6546, 4.8191], [2.4270, 4.3587, 3.7512], [1.9439, 2.6600, 3.5792], [3.3829, 3.8400, 6.0180], [4.1555, 2.8421, 4.7739], [2.6682, 1.1852, 5.3556], [-1.9925, -3.2686, -5.7625], [-1.7843, -2.0492, -6.6417], [-0.7563, -1.2127, -6.1198], [-2.2530, -2.9648, -4.7476], [-2.7879, -3.9046, -6.1551], [-1.0751, -3.8588, -5.6972], [-2.6941, -1.4519, -6.6880], [-1.5170, -2.3496, -7.6605], [0.0554, -1.7315, -6.0854], [-2.4785, 6.6147, -3.6396], [-2.2820, 5.1154, -3.7608], [-2.6058, 4.4545, -2.5377], [-1.8574, 7.0160, -2.8378], [-2.2202, 7.1204, -4.5712], [-3.5168, 6.8495, -3.3922], [-1.2421, 4.8835, -3.9869], [-2.9083, 4.7080, -4.5615], [-3.5290, 4.6483, -2.3381], [-6.4311, 0.8799, -1.8658], [-6.2141, -0.6116, -2.0324], [-6.5302, -1.2985, -0.8238], [-5.8135, 1.2642, -1.0521], [-6.1812, 1.4173, -2.7827], [-7.4714, 1.0941, -1.6085], [-5.1711, -0.8225, -2.2679], [-6.8359, -1.0091, -2.8413], [-7.4550, -1.1212, -0.6186], [5.4386, -6.5518, -4.3185], [4.9490, -6.0982, -2.9562], [4.0759, -7.0671, -2.3759], [4.5949, -6.7237, -4.9882], [6.0970, -5.8060, -4.7665], [5.9845, -7.4950, -4.2385], [4.3874, -5.1687, -3.0416], [5.7927, -5.9301, -2.2798], [4.5704, -7.8903, -2.2863], [0.7747, 5.3619, 8.0374], [1.0274, 6.5322, 7.1036], [2.0235, 7.3964, 7.6456], [0.4551, 5.7211, 9.0165], [0.0067, 4.6975, 7.6374], [1.6904, 4.7850, 8.1884], [0.1197, 7.1193, 6.9711], [1.3583, 6.1806, 6.1202], [2.8303, 6.8804, 7.7539]],
  "atomic_forces_ev_per_a": [[-0.230, -0.267, 0.305], [0.051, 0.874, -0.348], [0.619, -0.982, 1.302], [0.203, 0.572, -1.170], [-0.333, 0.985, 0.432], [0.280, -0.743, 1.724], [-2.422, -0.526, -1.703], [1.168, -0.383, 0.471], [0.028, 1.415, 0.503], [-0.472, -1.050, 0.131], [-0.564, 0.726, -0.466], [-0.411, -1.804, -0.391], [0.043, 1.489, -0.341], [0.206, -0.280, 0.800], [-0.425, 0.224, -0.521], [0.279, -1.690, -0.099], [0.273, 1.190, 0.960], [1.331, 0.685, 0.313], [-0.623, -0.321, -0.156], [0.147, -0.132, 0.181], [-0.040, 0.280, -0.006], [-0.575, -0.181, -0.248], [0.096, 0.098, -0.294], [0.225, -0.365, 0.808], [-3.410, -0.570, -0.884], [2.883, 1.034, 1.217], [0.879, 0.694, -0.284], [0.876, 0.477, -0.402], [-0.264, -0.002, 0.156], [-0.173, 0.027, -0.497], [0.294, -0.819, 0.284], [-0.087, 0.068, 0.003], [-0.004, 0.111, -0.178], [0.234, 0.034, -0.170], [-0.014, -0.376, -0.253], [0.063, -0.151, 0.095], [-0.352, 0.362, -0.392], [-0.122, -0.078, -0.140], [-0.121, -0.187, 0.384], [-0.242, -0.353, 0.044], [0.012, -0.132, -0.395], [1.105, -0.038, -0.102], [-0.317, 0.331, -0.184], [-0.022, -0.049, -0.010], [-0.064, -0.411, -0.239], [0.079, -0.073, -0.026], [0.221, 0.115, -0.081], [0.015, 0.226, 0.150], [0.261, 0.103, 0.124], [0.054, -0.053, 0.148], [-0.105, -0.110, -0.699], [-0.483, -0.076, -0.058], [-0.145, -0.428, 0.302], [0.284, -0.024, 0.288], [-0.276, 0.583, -0.151], [-0.028, -0.206, -0.016], [-0.328, -0.174, -0.228], [0.191, -0.276, -0.139], [0.072, 0.011, 0.029], [-0.356, 0.214, 0.007], [0.002, -0.013, 0.064], [-0.075, 0.079, 0.065], [0.156, -0.014, 0.003], [0.081, 0.051, -0.021], [0.038, 0.035, 0.001], [-0.237, -0.311, -0.279], [0.025, 0.175, 0.241], [0.035, 0.053, 0.024], [-0.033, -0.023, -0.043], [0.049, 0.067, -0.070], [0.019, -0.108, 0.108], [0.030, 0.172, -0.029], [-0.026, 0.051, 0.085], [-0.059, 0.015, 0.053], [0.327, -0.234, 0.105], [-0.062, 0.123, -0.031], [-0.043, 0.032, -0.032], [0.030, -0.026, 0.007], [-0.029, -0.042, -0.078], [0.078, 0.107, 0.010], [-0.163, -0.027, -0.042], [-0.071, 0.075, 0.034], [0.047, 0.021, 0.042], [-0.336, 0.180, 0.112], [0.046, 0.112, 0.015], [0.053, -0.022, -0.046], [-0.032, 0.013, 0.010], [-0.018, -0.002, -0.099], [-0.009, -0.097, 0.095], [0.112, 0.030, -0.110], [0.092, -0.002, -0.007], [0.076, 0.082, -0.053], [-0.372, 0.119, 0.208], [0.170, -0.115, -0.008], [0.055, -0.024, -0.044], [-0.028, 0.025, 0.017], [-0.017, -0.005, -0.095], [-0.007, -0.107, 0.096], [0.105, 0.071, -0.120], [0.098, -0.033, 0.001], [-0.060, 0.005, -0.043], [0.178, -0.321, -0.044], [0.319, -0.020, -0.030], [-0.007, 0.068, 0.010], [0.019, -0.032, -0.002], [0.082, 0.055, 0.019], [-0.090, -0.056, 0.095], [0.018, 0.149, -0.052], [-0.040, 0.086, -0.002], [-0.066, 0.015, -0.012], [0.371, -0.279, 0.193], [-0.083, 0.171, -0.055], [-0.057, 0.030, -0.042], [0.042, -0.044, 0.016], [-0.039, -0.074, -0.096], [0.093, 0.130, 0.016], [-0.168, -0.049, -0.044], [-0.079, 0.063, -0.001]],
  "lowdin_charge": [-0.10, -0.24, -0.15, -0.21, -0.08, -0.23, -0.24, -0.10, -0.17, -0.15, -0.08, -0.50, 0.15, 0.12, -0.50, 0.16, 0.15, 0.76, -0.12, -0.13, -0.13, -0.11, -0.11, 0.08, -0.44, 0.18, -0.15, 0.00, -0.61, 0.15, 0.14, 0.06, 0.07, 0.06, 0.10, 0.10, 0.10, 0.10, 0.11, 0.11, 0.15, 0.16, 0.12, 0.10, 0.08, 0.11, 0.10, 0.12, 0.11, 0.14, 0.13, 0.10, 0.12, 0.12, 0.11, -0.09, -0.30, -0.11, 0.08, 0.05, 0.07, 0.11, 0.11, 0.09, -0.08, -0.31, -0.08, 0.07, 0.08, 0.06, 0.10, 0.11, 0.04, -0.09, -0.32, -0.09, 0.07, 0.07, 0.07, 0.11, 0.11, 0.08, -0.09, -0.32, -0.10, 0.08, 0.08, 0.07, 0.10, 0.11, 0.09, -0.09, -0.32, -0.09, 0.07, 0.07, 0.07, 0.10, 0.11, 0.08, -0.09, -0.31, -0.11, 0.08, 0.07, 0.07, 0.11, 0.11, 0.09, -0.09, -0.32, -0.09, 0.07, 0.07, 0.07, 0.11, 0.10, 0.08]
}



Question: Which formula does entry 4 have?
Answer: C29H66BF9O12S